[1]
{"formula": "C17H43F5N7O6P2S2", "method": "ωB97M-V/def2-TZVPD", "elements": ["C", "C", "F", "C", "S", "O", "O", "N", "S", "O", "O", "C", "F", "F", "C", "F", "F", "H", "H", "H", "H", "H", "H", "H", "O", "P", "N", "C", "C", "N", "C", "C", "N", "C", "C", "H", "H", "H", "H", "H", "H", "H", "H", "H", "H", "H", "H", "H", "H", "H", "H", "H", "H", "O", "P", "N", "C", "C", "N", "C", "C", "N", "C", "C", "H", "H", "H", "H", "H", "H", "H", "H", "H", "H", "H", "H", "H", "H", "H", "H", "H", "H"], "xyz": [[1.069, -2.924, -0.954], [-0.142, -2.084, -0.312], [-0.882, -1.567, -1.448], [-1.112, -3.056, 0.485], [-0.530, -3.361, 2.236], [0.781, -2.617, 2.348], [-1.619, -2.801, 3.113], [-0.389, -5.048, 2.361], [0.039, -5.522, 3.946], [-1.109, -5.463, 4.927], [0.394, -6.991, 3.835], [1.582, -4.697, 4.577], [2.167, -5.564, 5.516], [2.519, -4.567, 3.533], [1.410, -3.284, 5.277], [2.035, -3.332, 6.552], [0.106, -2.870, 5.477], [1.230, -3.847, -0.325], [1.984, -2.256, -0.970], [0.798, -3.272, -1.994], [0.220, -1.201, 0.290], [-2.189, -2.693, 0.506], [-1.113, -4.042, -0.091], [1.957, -2.496, 4.681], [2.844, -0.779, -3.374], [2.864, 0.577, -4.101], [3.544, -0.065, -5.547], [4.510, 0.557, -6.428], [2.567, -0.788, -6.361], [4.085, 1.216, -3.038], [5.495, 0.908, -3.240], [3.782, 0.987, -1.614], [2.730, 2.183, -4.883], [3.617, 3.315, -4.656], [1.339, 2.658, -4.756], [4.074, 1.355, -7.044], [4.932, -0.188, -7.110], [5.367, 0.964, -5.899], [1.916, -0.092, -6.908], [1.933, -1.424, -5.740], [3.058, -1.447, -7.082], [5.665, -0.158, -3.428], [6.094, 1.198, -2.373], [5.916, 1.491, -4.059], [4.047, -0.025, -1.293], [2.719, 1.140, -1.415], [4.329, 1.701, -0.990], [3.612, 3.662, -3.619], [3.309, 4.158, -5.285], [4.639, 3.096, -4.961], [1.106, 2.942, -3.724], [0.642, 1.866, -5.054], [1.142, 3.513, -5.411], [-4.771, 0.385, 0.963], [-3.884, 0.963, 2.080], [-5.143, 0.968, 3.253], [-5.390, 1.950, 4.287], [-5.418, -0.363, 3.797], [-3.736, 2.500, 1.271], [-4.786, 3.504, 1.366], [-3.382, 2.366, -0.153], [-2.730, 1.530, 3.324], [-2.232, 2.890, 3.467], [-1.574, 0.610, 3.349], [-4.679, 1.879, 5.121], [-6.394, 1.814, 4.703], [-5.381, 2.971, 3.916], [-4.656, -0.655, 4.531], [-5.426, -1.116, 3.005], [-6.400, -0.404, 4.276], [-5.784, 3.078, 1.211], [-4.642, 4.304, 0.634], [-4.758, 4.018, 2.327], [-4.253, 2.133, -0.774], [-2.641, 1.576, -0.294], [-2.933, 3.294, -0.521], [-1.675, 3.236, 2.592], [-1.557, 2.948, 4.329], [-3.033, 3.594, 3.690], [-0.951, 0.732, 2.456], [-1.920, -0.430, 3.381], [-0.953, 0.762, 4.238]], "lowdin_charge": [-0.04, -0.34, -0.10, -0.18, 0.62, -0.40, -0.41, -0.32, 0.68, -0.35, -0.38, -0.41, 0.04, 0.03, -0.23, 0.01, 0.04, 0.08, 0.07, 0.09, 0.13, 0.11, 0.11, 0.16, -0.28, 0.79, -0.33, -0.14, -0.14, -0.35, -0.14, -0.15, -0.31, -0.14, -0.15, 0.08, 0.08, 0.05, 0.07, 0.07, 0.08, 0.09, 0.08, 0.05, 0.08, 0.07, 0.08, 0.08, 0.09, 0.06, 0.08, 0.08, 0.08, -0.30, 0.79, -0.33, -0.15, -0.14, -0.35, -0.14, -0.15, -0.30, -0.14, -0.14, 0.08, 0.08, 0.05, 0.08, 0.07, 0.08, 0.09, 0.08, 0.05, 0.07, 0.07, 0.07, 0.08, 0.09, 0.06, 0.08, 0.06, 0.08], "lumo_ev": 0.36, "charge": -1, "total_energy_ev": -94870.6895}

---

[2]
{"formula": "C17H43N2O7P", "method": "ωB97M-V/def2-TZVPD", "elements": ["C", "O", "C", "C", "O", "C", "P", "C", "O", "H", "H", "H", "H", "H", "H", "H", "H", "H", "H", "H", "H", "H", "C", "O", "C", "C", "N", "C", "C", "O", "C", "H", "H", "H", "H", "H", "H", "H", "H", "H", "H", "H", "H", "H", "H", "H", "C", "O", "C", "C", "N", "C", "C", "O", "C", "H", "H", "H", "H", "H", "H", "H", "H", "H", "H", "H", "H", "H", "H", "H"], "xyz": [[0.804, 8.431, 2.111], [-0.005, 7.289, 1.929], [-1.127, 7.228, 2.793], [-2.405, 6.909, 2.003], [-2.867, 5.579, 2.174], [-1.906, 4.583, 1.878], [-3.766, 8.056, 2.513], [-5.146, 7.322, 1.544], [-4.055, 7.443, 4.023], [0.220, 9.351, 1.998], [1.573, 8.406, 1.342], [1.287, 8.432, 3.095], [-0.959, 6.459, 3.552], [-1.242, 8.179, 3.323], [-2.191, 7.112, 0.944], [-2.425, 3.633, 1.766], [-1.367, 4.806, 0.952], [-1.177, 4.464, 2.684], [-5.621, 6.527, 2.116], [-5.887, 8.096, 1.346], [-4.798, 6.914, 0.595], [-3.860, 6.492, 4.053], [-0.370, 1.814, -0.513], [-1.603, 1.376, 0.024], [-2.530, 0.903, -0.948], [-2.706, -0.597, -0.868], [-1.509, -1.296, -1.303], [-1.511, -2.740, -1.097], [-1.646, -3.264, 0.329], [-0.532, -3.002, 1.167], [-0.504, -1.720, 1.762], [0.164, 2.339, 0.279], [0.246, 0.977, -0.857], [-0.524, 2.503, -1.349], [-2.211, 1.200, -1.952], [-3.492, 1.380, -0.741], [-3.537, -0.883, -1.522], [-3.003, -0.840, 0.162], [-0.701, -0.897, -0.843], [-0.580, -3.122, -1.519], [-2.330, -3.166, -1.688], [-1.721, -4.352, 0.272], [-2.563, -2.907, 0.817], [-1.512, -1.356, 1.981], [0.006, -0.980, 1.136], [0.049, -1.807, 2.697], [3.563, -7.719, -0.024], [4.491, -6.704, -0.339], [5.114, -6.832, -1.610], [4.652, -5.752, -2.563], [3.262, -5.940, -2.943], [2.674, -4.847, -3.707], [2.589, -3.471, -3.056], [1.673, -3.389, -1.980], [2.156, -3.830, -0.722], [3.304, -7.601, 1.027], [2.645, -7.650, -0.619], [3.994, -8.714, -0.171], [4.918, -7.823, -2.032], [6.192, -6.732, -1.460], [5.272, -5.796, -3.465], [4.843, -4.783, -2.080], [2.708, -6.101, -2.112], [1.659, -5.144, -3.982], [3.238, -4.744, -4.641], [2.215, -2.777, -3.814], [3.572, -3.100, -2.740], [3.225, -3.630, -0.609], [1.978, -4.899, -0.569], [1.601, -3.295, 0.046]], "lowdin_charge": [-0.11, -0.20, -0.23, -0.48, -0.23, -0.09, 0.89, -0.27, -0.33, 0.09, 0.09, 0.09, 0.13, 0.10, 0.13, 0.09, 0.10, 0.09, 0.04, 0.02, 0.04, 0.05, -0.11, -0.20, -0.21, -0.22, -0.04, -0.19, -0.21, -0.20, -0.10, 0.09, 0.08, 0.09, 0.12, 0.12, 0.12, 0.10, 0.07, 0.10, 0.12, 0.12, 0.11, 0.09, 0.07, 0.09, -0.12, -0.19, -0.22, -0.22, -0.05, -0.20, -0.22, -0.20, -0.08, 0.09, 0.08, 0.09, 0.12, 0.12, 0.12, 0.11, 0.07, 0.12, 0.12, 0.12, 0.11, 0.09, 0.08, 0.07], "smiles": "COC[C@@H](OC)P(C)O.COCCNCCOC.COCCNCCOC", "lumo_ev": 0.76, "total_energy_ev": -44924.1464}

---

[3]
{"formula": "C17H43N9O22", "method": "ωB97M-V/def2-TZVPD", "elements": ["C", "N", "O", "O", "H", "H", "H", "C", "N", "O", "O", "H", "H", "H", "C", "N", "O", "O", "H", "H", "H", "C", "N", "O", "O", "H", "H", "H", "C", "N", "O", "O", "H", "H", "H", "C", "N", "O", "O", "H", "H", "H", "C", "N", "O", "O", "H", "H", "H", "C", "N", "O", "O", "H", "H", "H", "C", "N", "O", "O", "H", "H", "H", "O", "C", "O", "C", "C", "C", "H", "H", "H", "H", "H", "H", "H", "H", "O", "C", "O", "C", "C", "C", "H", "H", "H", "H", "H", "H", "H", "H"], "xyz": [[2.718, -3.582, -0.105], [3.166, -4.375, 1.050], [3.651, -5.475, 0.875], [3.207, -3.809, 2.124], [1.637, -3.471, -0.091], [3.104, -4.029, -1.012], [3.101, -2.577, 0.058], [-5.482, 0.364, -1.345], [-4.123, 0.696, -1.856], [-3.718, 1.820, -1.663], [-3.523, -0.177, -2.461], [-6.079, -0.175, -2.070], [-5.938, 1.347, -1.223], [-5.372, -0.029, -0.337], [3.842, 3.260, 5.117], [3.855, 4.739, 4.871], [4.901, 5.350, 5.004], [2.779, 5.244, 4.634], [3.447, 2.800, 4.217], [3.227, 3.091, 5.997], [4.863, 2.969, 5.341], [1.377, -2.358, 4.375], [0.991, -1.434, 5.488], [-0.011, -0.764, 5.326], [1.712, -1.364, 6.459], [0.461, -2.718, 3.920], [1.983, -3.166, 4.768], [1.904, -1.729, 3.663], [-0.138, 5.134, 3.437], [-0.089, 4.219, 4.633], [0.333, 3.096, 4.420], [-0.245, 4.701, 5.730], [0.864, 5.340, 3.072], [-0.643, 6.048, 3.728], [-0.615, 4.568, 2.639], [3.537, 3.856, 0.521], [4.345, 2.605, 0.673], [4.740, 2.301, 1.783], [4.461, 1.924, -0.315], [2.744, 3.844, 1.261], [3.227, 3.919, -0.515], [4.170, 4.703, 0.784], [1.412, -4.980, -5.129], [1.443, -3.704, -4.364], [2.056, -2.753, -4.766], [0.763, -3.716, -3.348], [2.213, -4.922, -5.860], [0.446, -5.175, -5.581], [1.611, -5.712, -4.351], [-2.630, -2.939, 2.532], [-3.449, -2.016, 1.704], [-3.720, -2.363, 0.573], [-3.999, -1.112, 2.306], [-1.853, -2.325, 2.985], [-2.130, -3.668, 1.903], [-3.312, -3.371, 3.256], [-1.535, 5.493, -0.295], [-0.260, 4.847, -0.812], [0.273, 5.400, -1.744], [0.207, 3.961, -0.126], [-2.180, 5.756, -1.126], [-1.180, 6.383, 0.219], [-1.987, 4.784, 0.390], [0.416, -1.950, 1.341], [-0.057, -1.152, 0.561], [-0.279, 0.142, 0.703], [0.180, 0.777, 1.869], [1.634, 1.243, 1.715], [-0.607, -1.665, -0.770], [0.075, 0.250, 2.820], [-0.390, 1.694, 2.019], [2.432, 0.499, 1.739], [1.892, 2.060, 2.389], [1.762, 1.697, 0.726], [-0.368, -0.884, -1.497], [-1.692, -1.581, -0.691], [-0.201, -2.617, -1.083], [-1.901, -0.918, -7.394], [-2.425, -1.996, -7.235], [-2.637, -2.513, -6.031], [-2.220, -1.759, -4.860], [-2.534, -2.714, -3.731], [-2.865, -2.875, -8.351], [-2.757, -0.822, -4.706], [-1.195, -1.384, -4.841], [-2.218, -3.754, -3.763], [-3.571, -2.738, -3.391], [-2.062, -2.274, -2.848], [-2.139, -3.663, -8.556], [-3.008, -2.306, -9.268], [-3.825, -3.371, -8.201]], "lowdin_charge": [0.04, -0.44, 0.07, 0.05, 0.07, 0.10, 0.11, 0.05, -0.43, 0.07, 0.05, 0.10, 0.09, 0.09, 0.06, -0.43, 0.07, 0.04, 0.07, 0.11, 0.10, 0.04, -0.45, 0.05, 0.07, 0.08, 0.10, 0.09, 0.04, -0.43, 0.04, 0.08, 0.08, 0.10, 0.07, 0.04, -0.45, 0.05, 0.08, 0.07, 0.10, 0.10, 0.05, -0.45, 0.09, 0.03, 0.10, 0.10, 0.10, 0.05, -0.44, 0.06, 0.06, 0.08, 0.10, 0.11, 0.06, -0.43, 0.08, 0.04, 0.10, 0.10, 0.09, 0.07, -0.52, 0.03, -0.20, -0.06, 0.03, 0.11, 0.11, 0.08, 0.05, 0.07, 0.10, 0.06, 0.07, 0.10, -0.56, 0.00, -0.19, -0.08, 0.01, 0.11, 0.12, 0.08, 0.08, 0.04, 0.09, 0.09, 0.09], "smiles": "C[N+](=O)[O-].C[N+](=O)[O-].C[N+](=O)[O-].C[N+](=O)[O-].C[N+](=O)[O-].C[N+](=O)[O-].C[N+](=O)[O-].C[N+](=O)[O-].C[N+](=O)[O-].CCOC(C)=O.CCOC(C)=O", "lumo_ev": -0.26, "relative_energy_kcal_mol": 0.0, "total_energy_ev": -76756.8270}

---

[4]
{"formula": "C17H44AsClCsN2O4Si3", "method": "ωB97M-V/def2-TZVPD", "elements": ["Cs", "Cl", "C", "C", "O", "O", "H", "H", "C", "C", "O", "O", "H", "H", "H", "C", "Si", "C", "C", "As", "Si", "C", "C", "C", "Si", "C", "C", "C", "H", "H", "H", "H", "H", "H", "H", "H", "H", "H", "H", "H", "H", "H", "H", "H", "H", "H", "H", "H", "H", "H", "H", "H", "H", "H", "H", "C", "C", "C", "C", "N", "N", "H", "H", "H", "H", "H", "H", "H", "H", "H", "H", "H", "H"], "xyz": [[-0.614, -1.246, -2.086], [-1.628, -3.589, -5.439], [-0.563, -4.692, -4.490], [0.123, -3.898, -3.364], [-0.239, -4.174, -2.201], [0.956, -3.032, -3.719], [0.162, -5.088, -5.196], [-1.197, -5.473, -4.086], [-3.396, 2.371, -2.136], [-2.410, 1.315, -1.636], [-1.187, 1.500, -1.888], [-2.887, 0.325, -1.032], [-2.896, 3.327, -2.287], [-4.227, 2.475, -1.439], [-3.804, 2.039, -3.093], [1.559, -0.404, 4.471], [1.604, -0.279, 2.595], [2.501, -1.794, 1.950], [2.576, 1.253, 2.123], [-0.413, -0.116, 1.433], [-1.310, 1.931, 2.142], [-0.562, 3.234, 1.030], [-0.914, 2.379, 3.926], [-3.170, 1.913, 1.946], [-1.812, -1.770, 2.329], [-3.511, -1.580, 1.577], [-1.986, -1.767, 4.203], [-1.089, -3.414, 1.810], [2.586, -0.442, 4.848], [1.044, -1.307, 4.801], [1.059, 0.451, 4.928], [3.547, -1.778, 2.272], [2.472, -1.812, 0.859], [2.052, -2.717, 2.319], [3.609, 1.177, 2.478], [2.137, 2.156, 2.555], [2.583, 1.373, 1.037], [0.521, 3.295, 1.165], [-0.992, 4.217, 1.244], [-0.749, 2.985, -0.017], [0.158, 2.527, 4.073], [-1.247, 1.606, 4.622], [-1.421, 3.314, 4.186], [-3.451, 1.487, 0.981], [-3.550, 2.938, 2.001], [-3.647, 1.332, 2.738], [-4.110, -0.844, 2.116], [-4.031, -2.543, 1.624], [-3.451, -1.256, 0.537], [-2.264, -0.777, 4.570], [-1.054, -2.057, 4.693], [-2.764, -2.474, 4.508], [-1.007, -3.500, 0.725], [-1.731, -4.226, 2.164], [-0.091, -3.571, 2.223], [1.675, 0.360, -4.285], [2.416, 1.261, -3.287], [1.952, 2.703, -3.477], [3.920, 1.149, -3.505], [2.107, 0.948, -1.878], [2.429, -0.355, -1.417], [1.931, 0.633, -5.311], [0.597, 0.497, -4.173], [1.906, -0.702, -4.165], [2.109, 3.024, -4.509], [2.506, 3.367, -2.810], [0.889, 2.786, -3.240], [4.180, 1.483, -4.511], [4.262, 0.117, -3.400], [4.453, 1.769, -2.781], [1.122, 1.123, -1.699], [3.396, -0.378, -1.126], [2.278, -1.083, -2.117]], "lowdin_charge": [1.24, 0.51, -0.48, -0.93, -0.16, -0.20, 0.06, 0.06, -0.02, -0.84, -0.25, -0.20, 0.07, 0.06, 0.07, -0.21, 0.23, -0.22, -0.22, 0.82, 0.25, -0.21, -0.23, -0.21, 0.24, -0.21, -0.22, -0.21, 0.03, 0.01, 0.01, 0.03, 0.01, 0.01, 0.03, 0.01, 0.02, 0.02, 0.03, 0.01, 0.01, 0.01, 0.03, 0.01, 0.03, 0.02, 0.02, 0.03, 0.01, 0.01, 0.01, 0.03, 0.02, 0.03, 0.01, -0.07, -0.63, -0.05, -0.06, -0.08, -0.03, 0.08, 0.05, 0.06, 0.08, 0.08, 0.08, 0.08, 0.07, 0.08, 0.05, 0.07, 0.03], "lumo_ev": 2.24, "charge": -1, "relative_energy_kcal_mol": 0.0, "total_energy_ev": -127062.7650}

---

no.,frontier orbital gap (hartree)
1,0.2408
2,0.3428
3,0.3666
4,0.2811